# C5H8N4O4S2

The molecule C5H8N4O4S2 (ωB97M-V with the def2-TZVPD basis set, the Open Molecules 2025 dataset).

```
23
Properties=species:S:1:pos:R:3
C -2.8109 0.4348 -0.9898
C 0.1101 0.4807 -1.2098
C 1.6842 2.3309 -2.0714
C 1.1326 0.9251 -2.2124
C 0.1475 -0.8593 0.8049
N -3.7245 -0.1915 -0.6520
N -1.9144 -1.0183 2.5941
N 0.4264 -0.4418 -0.4351
N 0.6785 -1.9287 1.2668
O 0.4621 -2.3847 2.3512
O 1.4655 -2.6567 0.4303
O -1.4304 0.9911 1.2709
O 0.0594 0.3432 3.1462
S -1.5417 1.3622 -1.4354
S -0.7858 -0.0389 2.0056
H 2.3221 2.7370 -2.9806
H 0.8979 3.0480 -1.9285
H 2.5307 2.2907 -1.3014
H 2.0720 0.1863 -1.9953
H 0.6362 0.7807 -3.1999
H -1.9474 -1.2571 3.5854
H -2.4603 -1.7531 2.1563
H 1.9904 -3.3805 0.7999
```

For the total energy, the calculation gives -1511.4457 Eh. The calculation puts the HOMO energy (alpha / beta) at -8.91 / -8.91 eV. The value obtained for the lowest unoccupied orbital energy (alpha / beta) is -0.649 / -0.648 eV.

In elementary charge units, the natural (NBO) charges are: 0.02 0.30 -0.62 -0.48 -0.10 -0.29 -1.10 -0.46 0.43 -0.42 -0.54 -0.94 -0.91 0.28 2.31 0.23 0.22 0.22 0.25 0.23 0.43 0.43 0.51



# C5H8N6O

A 2-piece molecular cluster, C5H8N6O overall (ωB97M-V with the def2-TZVPD basis set, the Open Molecules 2025 dataset).

```
20
Properties=species:S:1:pos:R:3
C -1.0774 -1.7558 2.5024
C 2.6470 0.2882 -2.8861
C 1.8967 0.3059 -1.6169
C 0.3579 0.2017 -1.6900
C 0.3568 1.3151 -0.6297
H -3.2971 0.3118 1.5692
H -3.2355 -1.9896 2.5399
H 2.3178 -0.4574 -0.9571
H -0.0321 0.5342 -2.6607
H -0.0837 -0.7618 -1.4210
H -0.3537 2.1511 -0.7689
H 0.2785 0.9192 0.3726
H 2.3773 1.8175 -0.2321
N -0.3884 -0.6153 2.0343
N -1.2426 0.2650 1.6400
N -2.4531 -0.1944 1.8012
N -2.4169 -1.4357 2.3321
N 3.2278 0.2624 -3.8839
N 1.7485 1.6277 -0.9977
O -0.6276 -2.7899 2.9525
```

For the total energy, the calculation gives -598.9858 Eh. The calculation puts the HOMO energy at -9.44 eV. Its structure (SMILES) is O=c1nn[nH][nH]1.N#C[C@@H]1CCN1. The value obtained for the lowest unoccupied orbital energy is 0.064 eV.

In elementary charge units, the natural (NBO) charges are: 0.67 0.28 -0.16 -0.39 -0.22 0.42 0.44 0.22 0.22 0.21 0.18 0.20 0.36 -0.32 0.03 -0.19 -0.45 -0.32 -0.59 -0.60



# C5H8NO

An isolated ion of composition C5H8NO and charge +1 (ωB97M-V with the def2-TZVPD basis set, the Open Molecules 2025 dataset).

```
15
Properties=species:S:1:pos:R:3
C -1.0917 -0.3650 0.8903
C -0.9822 0.9643 0.5257
C -0.4636 -1.5553 0.4726
C 0.0408 1.7692 0.0304
C 0.0899 -1.8277 -0.7440
N 1.3415 1.5796 0.0718
O 0.5360 -3.0331 -1.0127
H -1.8897 -0.5473 1.6051
H -1.8673 1.5510 0.7541
H -0.5803 -2.4062 1.1325
H -0.2588 2.7522 -0.3193
H 0.1257 -1.0634 -1.5188
H 1.9779 2.3122 -0.2031
H 1.7352 0.7238 0.4361
H 0.8290 -3.1597 -1.9265
```

For the total energy, the calculation gives -325.0207 Eh. The calculation puts the HOMO energy at -13.02 eV. Its structure (SMILES) is [NH2+]=C/C=C\C=C\O. As for the charge: +1. The value obtained for the lowest unoccupied orbital energy is -5.325 eV.

In elementary charge units, the natural (NBO) charges are: 0.03 -0.41 -0.41 0.22 0.31 -0.67 -0.60 0.24 0.26 0.26 0.23 0.18 0.43 0.42 0.52



# C5H8NO

An isolated ion of composition C5H8NO and charge +1 (ωB97M-V with the def2-TZVPD basis set, the Open Molecules 2025 dataset).

```
15
Properties=species:S:1:pos:R:3
C 0.4665 1.0616 -0.2213
C -0.2500 -0.0107 0.0648
C 1.0700 -1.1367 0.7189
C 1.9037 0.7783 -0.2908
C -1.7324 0.2351 0.0260
N -2.5389 -0.6223 -0.4639
O 2.0208 -0.7111 -0.1340
H 0.1555 1.9520 -0.5912
H 1.0704 -0.6887 1.7766
H 0.7764 -2.2726 0.5384
H 2.3474 1.0810 -1.2291
H 2.5102 1.1622 0.6661
H -2.0358 1.1891 0.4931
H -3.5320 -0.4803 -0.5455
H -2.2318 -1.5371 -0.8082
```

For the total energy, the calculation gives -324.9483 Eh. The calculation puts the HOMO energy at -14.03 eV. Its structure (SMILES) is [NH2+]=CC1=CCOC1. As for the charge: +1. The value obtained for the lowest unoccupied orbital energy is -5.037 eV.

In elementary charge units, the natural (NBO) charges are: -0.15 -0.19 0.02 -0.12 0.28 -0.61 -0.50 0.23 0.20 0.24 0.24 0.23 0.25 0.44 0.44



# C5H8NO

An isolated ion of composition C5H8NO and charge +1 (ωB97M-V with the def2-TZVPD basis set, the Open Molecules 2025 dataset).

```
15
Properties=species:S:1:pos:R:3
C 0.6467 0.4529 0.7000
C -0.0033 1.1108 -0.3477
C 0.3311 -0.9975 0.8229
C 0.7664 -1.5379 2.2092
C -0.7754 0.7914 -2.6665
N -0.6897 0.6492 -1.2665
O -0.2169 -1.6888 0.0042
H 1.0196 1.0547 1.4721
H 0.3295 2.1671 -0.4326
H 0.3409 -1.1991 3.0987
H 0.6914 -2.6314 2.0407
H 1.7833 -1.0990 2.1746
H -0.1912 1.6520 -3.0892
H -0.3629 -0.1231 -3.0351
H -1.8690 0.8698 -2.9987
```

For the total energy, the calculation gives -324.8915 Eh. The calculation puts the HOMO energy (alpha / beta) at -14.92 / -14.70 eV. As for the charge: +1. The value obtained for the lowest unoccupied orbital energy (alpha / beta) is -7.625 / -7.790 eV.

In elementary charge units, the natural (NBO) charges are: -0.09 0.03 0.52 -0.68 -0.48 0.01 -0.41 0.24 0.28 0.26 0.27 0.23 0.25 0.29 0.27



# C5H8NO

A 2-piece molecular cluster, C5H8NO overall (ωB97M-V with the def2-TZVPD basis set, the Open Molecules 2025 dataset).

```
15
Properties=species:S:1:pos:R:3
C 0.4027 -0.9073 -1.2405
C -2.5535 -0.6674 3.5484
C -1.3740 -0.8223 1.2123
C 1.4097 -0.2904 -1.7102
C 2.5148 1.5198 -2.7341
N -1.8846 -0.7605 2.2437
O 2.4364 0.2555 -2.0378
H -0.4200 -1.4330 -1.7348
H -2.1618 0.3394 3.8779
H -2.1306 -1.6179 4.1291
H -3.6521 -0.6290 3.6143
H -0.2422 -0.6341 -0.1894
H 2.7670 1.3420 -3.8856
H 3.2946 2.1701 -2.2354
H 1.5937 2.1350 -2.8579
```

For the total energy, the calculation gives -324.8645 Eh. The calculation puts the HOMO energy at -15.17 eV. As for the charge: +1. The value obtained for the lowest unoccupied orbital energy is -4.374 eV.

In elementary charge units, the natural (NBO) charges are: -0.62 -0.45 0.28 0.69 -0.31 -0.41 -0.36 0.33 0.25 0.26 0.26 0.34 0.25 0.25 0.23



# C5H8NO

An isolated ion of composition C5H8NO and charge +1 (ωB97M-V with the def2-TZVPD basis set, the Open Molecules 2025 dataset).

```
15
Properties=species:S:1:pos:R:3
C -0.1164 -1.2911 0.9070
C 2.2422 0.8739 -0.0080
C 1.3608 -1.4687 -0.0268
C -1.3136 -0.9291 0.7045
C -2.7020 0.6802 -0.3052
N 2.1103 -0.5562 -0.1356
O -2.2651 -0.6438 -0.0426
H 0.2664 -1.5263 1.8519
H 3.2039 0.9274 0.4861
H 1.3820 1.1923 0.5869
H 2.2811 1.1608 -1.0491
H 1.4050 -2.5324 -0.2984
H -1.8769 1.3132 -0.6072
H -3.1057 1.1338 0.6589
H -3.4310 0.5915 -1.0594
```

For the total energy, the calculation gives -324.8738 Eh. The calculation puts the HOMO energy at -13.97 eV. As for the charge: +1. The value obtained for the lowest unoccupied orbital energy is -5.608 eV.

In elementary charge units, the natural (NBO) charges are: -0.48 -0.43 0.25 0.63 -0.26 -0.27 -0.37 0.29 0.25 0.21 0.25 0.25 0.21 0.23 0.23



# C5H8NO

An isolated ion of composition C5H8NO and charge +1 (ωB97M-V with the def2-TZVPD basis set, the Open Molecules 2025 dataset).

```
15
Properties=species:S:1:pos:R:3
C -0.5569 -1.6678 0.3384
C 0.7768 1.5230 0.4661
C 1.9163 -0.5684 -0.1642
C -0.5308 -0.3807 0.0284
C -1.6074 0.4918 -0.5024
N 0.7086 0.3234 0.2222
O 3.0061 -0.2120 -0.4079
H 0.1847 -2.1807 0.9409
H -1.4256 -2.1809 0.2557
H -0.0816 2.1595 0.4477
H 1.7121 1.9351 0.6524
H 1.4637 -1.5792 -0.4357
H -1.7617 1.1686 0.3107
H -2.5655 0.1503 -0.7661
H -1.2391 1.0181 -1.3862
```

For the total energy, the calculation gives -324.9639 Eh. The calculation puts the HOMO energy at -15.14 eV. Its structure (SMILES) is C=C(C)[N+](=C)C=O. As for the charge: +1. The value obtained for the lowest unoccupied orbital energy is -5.866 eV.

In elementary charge units, the natural (NBO) charges are: -0.33 0.16 0.56 0.14 -0.66 -0.34 -0.38 0.23 0.24 0.23 0.23 0.19 0.22 0.28 0.24



# C5H8NO

An isolated ion of composition C5H8NO and charge +1 (ωB97M-V with the def2-TZVPD basis set, the Open Molecules 2025 dataset).

```
15
Properties=species:S:1:pos:R:3
C -0.4916 0.9461 -0.5488
C -1.3075 1.8348 -1.0522
C 0.4683 -0.8999 -0.7466
C -0.1991 -0.1132 0.3420
C -0.2925 -0.4387 1.7808
N 0.8853 0.4407 -0.5504
O 1.5641 -1.8918 -0.2416
H -0.8451 2.4817 -1.7825
H -2.3680 2.0039 -0.7443
H 0.0240 -1.1929 -1.7010
H 0.3915 -0.0309 2.5056
H -0.0955 -1.4568 2.0285
H -1.1926 -0.0929 2.1904
H 1.7238 1.0340 -0.5171
H 1.7348 -2.6239 -0.9627
```

For the total energy, the calculation gives -324.8980 Eh. The calculation puts the HOMO energy at -15.07 eV. Its structure (SMILES) is C=C1[N@@H+]2[C@@H](O)[C@]12C. As for the charge: +1. The value obtained for the lowest unoccupied orbital energy is -3.226 eV.

In elementary charge units, the natural (NBO) charges are: 0.12 -0.35 0.27 0.17 -0.69 -0.40 -0.71 0.24 0.28 0.23 0.28 0.28 0.27 0.48 0.52



# C5H8NO

A 2-piece molecular cluster, C5H8NO overall (ωB97M-V with the def2-TZVPD basis set, the Open Molecules 2025 dataset).

```
15
Properties=species:S:1:pos:R:3
C 1.2287 -1.2707 -1.6003
C 1.3108 1.5419 0.3036
C 1.5003 -1.1668 -0.4218
C 0.3354 0.6933 0.0730
C -1.6261 -0.3331 1.0264
N -0.8016 0.1126 -0.0739
O -1.3020 -0.2395 -1.3040
H 0.5716 -1.3415 -2.4488
H -0.9017 0.1800 -2.0174
H 1.1304 2.5821 0.4233
H 2.3811 1.1610 0.1769
H 2.0331 -1.1260 0.4421
H -0.9877 -0.7039 1.7860
H -2.2557 -1.2119 0.6722
H -2.1687 0.4539 1.3727
```

For the total energy, the calculation gives -324.8073 Eh. The calculation puts the HOMO energy at -14.67 eV. As for the charge: +1. The value obtained for the lowest unoccupied orbital energy is -4.506 eV.

In elementary charge units, the natural (NBO) charges are: -0.12 -0.36 -0.28 0.38 -0.42 -0.03 -0.47 0.25 0.50 0.28 0.29 0.25 0.24 0.27 0.23